[1]
Below is a molecular structure, C38H31N3NiO2PSTe, with properties calculated with the ωB97M-V functional and the def2-TZVPD basis.

Properties
energy relative to the best compared isomer or geometry (same formula, charge and spin): 11.1 kcal per mole
Kohn-Sham gap (alpha / beta): 7.31 / 7.34 eV
2S+1: 1
energy: -116930.942 eV
lowest unoccupied orbital energy (alpha / beta): -2.9 / -2.9 eV
total charge: +1
HOMO (alpha / beta): -10.3 / -10.2 eV
F_max: 0.4 eV/A

Positions of all 78 atoms, in Å:
Ni 0.434 0.185 -0.181
N 4.237 -0.730 0.701
C 4.755 0.586 0.835
C 5.916 0.960 0.182
C 6.366 2.267 0.290
C 5.640 3.204 1.008
C 4.458 2.833 1.633
C 4.035 1.516 1.570
S 2.596 0.949 2.414
N 2.024 -0.207 1.294
C 2.889 -0.922 0.672
C 2.358 -2.032 -0.165
C 3.021 -3.243 -0.289
C 2.438 -4.240 -1.054
C 1.224 -3.985 -1.668
C 0.629 -2.749 -1.475
N 1.178 -1.788 -0.738
H 4.772 -1.322 0.085
H 6.463 0.236 -0.410
H 7.280 2.557 -0.210
H 5.983 4.226 1.072
H 3.870 3.562 2.176
H 3.956 -3.414 0.228
H 2.924 -5.200 -1.164
H 0.736 -4.728 -2.282
H -0.323 -2.519 -1.937
O 2.702 2.855 -1.893
C 1.755 2.126 -1.740
O 1.808 0.940 -1.189
C 0.351 2.476 -2.265
P -0.806 1.865 -1.005
C -0.986 3.214 0.186
C -0.146 3.235 1.292
C -0.192 4.294 2.186
C -1.085 5.334 1.979
C -1.925 5.320 0.872
C -1.876 4.267 -0.026
C -2.439 1.638 -1.743
C -2.600 1.432 -3.110
C -3.857 1.161 -3.629
C -4.956 1.085 -2.788
C -4.802 1.284 -1.422
C -3.549 1.557 -0.901
H 0.225 1.905 -3.187
H 0.233 3.538 -2.472
H 0.561 2.431 1.456
H 0.468 4.300 3.044
H -1.129 6.158 2.678
H -2.617 6.134 0.705
H -2.530 4.269 -0.889
H -1.753 1.487 -3.781
H -3.976 1.015 -4.695
H -5.936 0.877 -3.196
H -5.658 1.228 -0.764
H -3.437 1.716 0.166
Te -1.311 -0.611 1.439
C -0.439 -2.400 2.129
C 0.300 -2.345 3.303
C 0.930 -3.491 3.768
C 0.812 -4.682 3.067
C 0.065 -4.731 1.898
C -0.561 -3.588 1.422
C -2.793 -1.485 0.230
C -2.695 -1.459 -1.154
C -3.698 -2.026 -1.927
C -4.790 -2.623 -1.315
C -4.887 -2.647 0.070
C -3.893 -2.073 0.847
H 0.394 -1.418 3.857
H 1.506 -3.452 4.683
H 1.294 -5.577 3.438
H -0.035 -5.662 1.355
H -1.149 -3.632 0.513
H -1.849 -0.977 -1.632
H -3.625 -1.996 -3.007
H -5.572 -3.067 -1.917
H -5.741 -3.108 0.547
H -3.977 -2.088 1.927

Mulliken atomic charge list, values in e, 5 entries: Ni 0.780; N -0.141; C 0.460; C -0.820; C -0.646

[2]
Below is a molecular structure, C38H32BCl2F4MnOP2S3 at a distorted geometry, with properties calculated with the ωB97M-V functional and the def2-TZVPD basis.

Properties
energy relative to the best compared isomer or geometry (same formula, charge and spin): 19.8 kcal per mole
Kohn-Sham gap (alpha / beta): 6.89 / 8.70 eV
2S+1: 5
energy: -160975.877 eV
lowest unoccupied orbital energy (alpha / beta): -1.2 / 0.4 eV
HOMO (alpha / beta): -8.1 / -8.3 eV
F_max: 2.1 eV/A

Positions of all 84 atoms, in Å:
Mn 0.033 -0.278 -0.763
S 0.270 1.955 0.490
P -0.753 0.681 1.644
C -0.427 -0.961 1.075
P 1.160 -1.559 1.549
S 2.364 -1.257 -0.031
C 1.008 -3.349 1.812
C -0.160 -3.996 1.434
C -0.264 -5.367 1.589
C 0.798 -6.085 2.116
C 1.961 -5.435 2.501
C 2.073 -4.066 2.345
C 1.871 -0.918 3.085
C 2.724 0.175 3.040
C 3.170 0.735 4.223
C 2.759 0.209 5.438
C 1.914 -0.889 5.476
C 1.461 -1.454 4.300
C -0.507 1.049 3.408
C -1.154 0.252 4.344
C -1.038 0.556 5.686
C -0.283 1.647 6.088
C 0.356 2.439 5.150
C 0.251 2.139 3.804
C -2.546 0.916 1.499
C -3.055 2.190 1.721
C -4.421 2.390 1.688
C -5.269 1.325 1.425
C -4.757 0.059 1.199
C -3.393 -0.153 1.244
H -0.974 -3.410 1.029
H -1.177 -5.872 1.310
H 0.720 -7.156 2.229
H 2.778 -5.996 2.932
H 2.977 -3.546 2.635
H 3.027 0.575 2.082
H 3.834 1.585 4.196
H 3.097 0.657 6.361
H 1.602 -1.300 6.426
H 0.792 -2.303 4.316
H -1.739 -0.595 4.008
H -1.537 -0.054 6.424
H -0.195 1.880 7.139
H 0.936 3.292 5.468
H 0.743 2.741 3.053
H -2.369 3.009 1.902
H -4.825 3.375 1.868
H -6.337 1.487 1.387
H -5.422 -0.761 0.976
H -2.974 -1.135 1.068
O 0.734 0.521 -2.376
S -0.217 0.935 -3.476
C 0.544 0.259 -4.964
C -0.293 -0.345 -5.885
C 0.251 -0.838 -7.060
C 1.613 -0.726 -7.291
C 2.441 -0.136 -6.348
C 1.906 0.360 -5.173
C 0.254 2.634 -3.844
C -0.257 3.223 -4.988
C 0.029 4.551 -5.247
C 0.812 5.280 -4.366
C 1.315 4.680 -3.226
C 1.032 3.349 -2.955
H -1.349 -0.421 -5.673
H -0.390 -1.305 -7.792
H 2.031 -1.094 -8.215
H 3.502 -0.051 -6.528
H 2.528 0.817 -4.418
H -0.881 2.653 -5.658
H -0.363 5.023 -6.135
H 1.026 6.319 -4.570
H 1.920 5.247 -2.537
H 1.393 2.875 -2.055
Cl 1.697 -2.925 -4.189
C 1.260 -3.371 -2.537
Cl -0.216 -2.515 -2.032
H 2.071 -3.076 -1.867
H 1.058 -4.440 -2.506
F -4.180 0.572 -1.725
B -2.980 0.650 -2.329
F -1.962 -0.061 -1.458
F -2.930 0.003 -3.534
F -2.501 1.927 -2.436

Mulliken atomic charge list, values in e, 5 entries: Mn 0.485; S -0.685; P 1.824; C -1.371; P 2.453

[3]
Below is a molecular structure, C38H32BN8ReTe at a distorted geometry, with properties calculated with the ωB97M-V functional and the def2-TZVPD basis.

Properties
energy relative to the best compared isomer or geometry (same formula, charge and spin): 30.5 kcal per mole
Kohn-Sham gap (alpha / beta): 6.63 / 5.89 eV
2S+1: 4
energy: -61939.598 eV
lowest unoccupied orbital energy (alpha / beta): -3.4 / -3.7 eV
total charge: +1
HOMO (alpha / beta): -10.0 / -9.6 eV
F_max: 1.6 eV/A

Positions of all 81 atoms, in Å:
Re -0.261 -0.293 0.390
C 3.816 0.303 1.773
C 2.758 -0.509 1.378
N 1.676 0.241 1.145
N 2.018 1.528 1.373
C 3.304 1.588 1.741
B 1.077 2.714 1.048
N 0.847 2.689 -0.473
C 1.141 3.602 -1.415
C 0.860 3.055 -2.651
C 0.394 1.769 -2.364
N 0.395 1.562 -1.051
N -0.286 2.485 1.738
C -0.970 3.339 2.511
C -2.215 2.797 2.772
C -2.217 1.588 2.084
N -1.049 1.410 1.460
H 4.812 -0.012 2.030
H 2.701 -1.579 1.267
H 3.781 2.529 1.960
H 1.562 3.739 1.409
H 1.521 4.575 -1.152
H 0.980 3.515 -3.616
H 0.072 0.990 -3.037
H -0.534 4.270 2.833
H -3.011 3.220 3.358
H -2.995 0.845 2.041
C -3.848 -1.557 0.926
Te -2.734 -0.741 -0.736
C -2.749 -2.808 -1.365
C -4.006 -3.380 -0.766
C -4.632 -4.497 -1.302
C -5.783 -5.001 -0.714
C -6.314 -4.391 0.412
C -5.696 -3.274 0.952
C -4.545 -2.766 0.364
H -4.550 -0.827 1.322
H -3.127 -1.827 1.694
H -1.846 -3.271 -0.966
H -2.735 -2.874 -2.450
H -4.221 -4.979 -2.181
H -6.275 -5.863 -1.145
H -7.219 -4.775 0.864
H -6.108 -2.795 1.832
C 0.402 -2.105 -0.021
C 0.842 -3.277 -0.096
C 1.330 -4.542 -0.101
C 1.420 -5.278 -1.366
C 1.688 -4.593 -2.557
C 1.755 -5.276 -3.758
C 1.535 -6.646 -3.797
C 1.245 -7.331 -2.625
C 1.193 -6.658 -1.417
C 1.755 -5.131 1.174
C 2.758 -6.106 1.234
C 3.151 -6.632 2.453
C 2.551 -6.206 3.630
C 1.566 -5.228 3.584
C 1.178 -4.689 2.373
H 1.864 -3.526 -2.520
H 1.984 -4.738 -4.669
H 1.585 -7.179 -4.737
H 1.054 -8.396 -2.651
H 0.946 -7.193 -0.510
H 3.249 -6.430 0.327
H 3.934 -7.378 2.487
H 2.852 -6.632 4.577
H 1.094 -4.894 4.500
H 0.414 -3.921 2.331
N -3.376 -3.153 5.981
C -2.558 -2.436 5.613
C -1.527 -1.564 5.138
C -0.902 -0.640 5.970
C 0.108 0.136 5.431
C 0.440 -0.027 4.093
N -0.180 -0.884 3.282
C -1.129 -1.647 3.805
H -1.198 -0.544 7.006
H 0.639 0.860 6.033
H 1.242 0.561 3.665
H -1.599 -2.373 3.152

Mulliken atomic charge list, values in e, 5 entries: Re 0.111; C -1.213; C -0.032; N 0.251; N 0.155